6 unconnected molecules or ions with the total composition CH14O5S2 in a non-equilibrium geometry. Source: the Open Molecules 2025 dataset; level of theory: the ωB97M-V functional and the def2-TZVPD basis.

Values from the calculation:
* HOMO-LUMO gap (alpha / beta): 9.3613 / 5.5378 eV
* HOMO energy (alpha / beta): -14.4 / -14.4 eV
* energy above the lowest of the compared OMol25 structures with the same formula, charge and spin: 1.658 eV
* LUMO (alpha / beta): -5.031 / -8.854 eV
* spin multiplicity: 2
* charge: +1

```
22
Properties=species:S:1:pos:R:3:nbo_charge:R:1
C -0.55715 1.86858 -1.08356 -0.811
S -1.16452 1.61778 -2.77249 0.589
S -0.48477 -0.06128 -3.61559 0.163
H 0.44547 2.01266 -1.06492 0.251
H -0.94124 1.30316 -0.21188 0.314
H -1.02673 2.88049 -0.80758 0.285
H -0.90974 -1.22800 -3.18623 0.199
H -3.32802 -0.44862 0.49448 0.472
H -2.19002 -1.33214 0.81095 0.484
O -2.68969 -1.02899 0.10273 -0.957
H -1.50000 -0.54364 3.14450 0.479
H -0.25467 -0.92342 2.37421 0.499
O -0.96293 -0.29149 2.38400 -0.987
H 2.01208 -1.26473 1.23468 0.498
H 1.19420 -2.51066 1.04936 0.495
O 1.14550 -1.63428 1.47517 -0.980
H 1.53669 -1.03816 -1.52586 0.452
H 2.34585 -0.04236 -0.76386 0.465
O 2.33797 -0.82211 -1.07800 -0.918
H 1.57049 0.62622 1.43625 0.468
H 1.34604 1.71553 0.69653 0.450
O 2.07517 1.14546 0.90709 -0.910
```

---

A molecular structure, C17H26IIrN6OP in a non-equilibrium geometry. Source: the Open Molecules 2025 dataset; level of theory: the ωB97M-V functional and the def2-TZVPD basis.

Values from the calculation:
* HOMO-LUMO gap (alpha / beta): 7.2476 / 6.6667 eV
* HOMO energy (alpha / beta): -14.3 / -14.5 eV
* energy above the lowest of the compared OMol25 structures with the same formula, charge and spin: 2.249 eV
* LUMO (alpha / beta): -7.071 / -7.834 eV
* spin multiplicity: 2
* charge: +2

```
53
Properties=species:S:1:pos:R:3:nbo_charge:R:1
Ir -0.83818 -0.75994 -0.06602 1.212
C 1.97240 3.98286 1.22871 -0.413
N 1.03882 2.87095 1.39027 -0.293
C 0.30718 2.61282 2.51365 -0.036
C -0.39975 1.47269 2.26795 -0.052
N -0.10943 1.04652 1.00493 -0.489
C 0.76541 1.90206 0.48914 0.064
P 1.47073 1.82806 -1.17858 0.816
C -0.09108 1.50746 -2.02810 0.073
N -1.04628 0.66072 -1.65139 -0.468
C -2.07717 0.80486 -2.54103 -0.066
C -1.73068 1.74278 -3.46527 -0.035
N -0.48367 2.18034 -3.13029 -0.290
C 0.28746 3.19648 -3.84387 -0.414
C 2.01117 0.10230 -1.05764 0.076
N 1.29125 -0.90924 -0.58929 -0.458
C 2.09389 -2.01504 -0.58231 -0.067
C 3.31990 -1.65970 -1.05941 -0.033
N 3.25718 -0.32712 -1.35269 -0.292
C 4.34709 0.48361 -1.89051 -0.414
H 1.97108 4.57227 2.14058 0.248
H 1.66854 4.62365 0.40384 0.229
H 2.98188 3.61564 1.05742 0.227
H 0.34295 3.24297 3.38515 0.254
H -1.08431 0.95025 2.91216 0.245
H -2.99312 0.25336 -2.46311 0.246
H -2.28222 2.11829 -4.30942 0.257
H -0.30121 3.57545 -4.67325 0.249
H 1.21138 2.77069 -4.22951 0.228
H 0.53280 4.02257 -3.17999 0.230
H 1.74742 -2.97329 -0.23903 0.248
H 4.21375 -2.24619 -1.18226 0.258
H 5.21497 -0.14666 -2.05714 0.249
H 4.61355 1.27598 -1.19413 0.230
H 4.05611 0.93468 -2.83678 0.229
C -1.33951 -2.48188 3.78128 -0.621
C -2.11385 -2.41588 2.46123 0.247
C -3.36577 -1.54709 2.63475 -0.609
C -2.52499 -3.83620 2.05748 -0.627
O -1.28416 -1.85031 1.47016 -0.653
H -1.97959 -2.87607 4.56834 0.233
H -0.99754 -1.48402 4.06014 0.206
H -0.46979 -3.12931 3.67192 0.220
H -3.99387 -1.95839 3.42170 0.243
H -3.93068 -1.51399 1.70180 0.210
H -3.07124 -0.53157 2.90460 0.205
H -3.15551 -4.26852 2.83214 0.239
H -1.63847 -4.45864 1.93183 0.216
H -3.07802 -3.81856 1.11878 0.205
I -2.81011 -2.43187 -1.61775 0.443
C -0.76451 -2.67487 -1.51174 -0.662
H -0.27067 -2.42763 -2.44122 0.225
H -0.49154 -3.60837 -1.03821 0.233
```

---

A molecular structure, C24H19CoN4O2 in a non-equilibrium geometry. Source: the Open Molecules 2025 dataset; level of theory: the ωB97M-V functional and the def2-TZVPD basis.

Values from the calculation:
* HOMO-LUMO gap (alpha / beta): 4.7363 / 5.4293 eV
* HOMO energy (alpha / beta): -5.7 / -7.5 eV
* LUMO (alpha / beta): -0.926 / -2.118 eV
* spin multiplicity: 5

```
50
Properties=species:S:1:pos:R:3:nbo_charge:R:1
Co -0.00407 0.87866 0.43628 1.199
O 1.14115 -1.88926 6.38912 -0.733
C 0.00360 -1.80651 5.90725 0.746
O -1.13311 -1.88840 6.39154 -0.734
C 0.00174 -1.33441 4.40781 -0.084
C -1.20564 -1.06855 3.76467 -0.153
C -1.19187 -0.51573 2.49922 0.109
N -0.00232 -0.25715 1.87473 -0.593
C 1.19024 -0.51538 2.49496 0.111
C 1.20564 -1.06901 3.76183 -0.153
C 2.29792 -0.03931 1.71418 0.169
C 3.64226 -0.34887 1.93401 -0.207
C 4.60092 0.15576 1.09140 -0.160
C 4.20760 0.97565 0.02036 -0.282
C 2.87573 1.23920 -0.15735 0.063
N 1.91915 0.75182 0.65535 -0.549
C -2.30473 -0.04084 1.72133 0.175
C -3.64700 -0.35395 1.94514 -0.208
C -4.60915 0.14746 1.10362 -0.157
C -4.22097 0.96752 0.03263 -0.280
C -2.88990 1.23588 -0.14768 0.064
N -1.93158 0.75050 0.66307 -0.545
H -2.12795 -1.26313 4.29627 0.258
H 2.12814 -1.26339 4.29337 0.258
H 3.90171 -0.99296 2.76252 0.239
H 5.64509 -0.08168 1.24119 0.226
H 4.93487 1.39884 -0.65667 0.228
H 2.53211 1.86806 -0.96837 0.207
H -3.90161 -0.99754 2.77547 0.240
H -5.65194 -0.09424 1.25632 0.227
H -4.95108 1.38774 -0.64325 0.229
H -2.54804 1.86662 -0.95792 0.208
C -0.00990 3.16321 -3.38102 -0.638
C -0.00393 4.06135 -2.18036 0.007
C 0.00006 5.43259 -2.28152 -0.222
C 0.00519 6.23842 -1.14256 -0.150
C 0.00647 5.66460 0.12794 -0.223
C 0.00276 4.29938 0.29612 0.016
C 0.00364 3.66189 1.65448 -0.661
C -0.00276 3.46132 -0.87353 0.116
N -0.00680 2.15552 -0.74859 -0.404
H -0.01168 3.73822 -4.30455 0.223
H -0.88782 2.51422 -3.37061 0.227
H 0.86506 2.51016 -3.37659 0.228
H -0.00070 5.88936 -3.26344 0.219
H 0.00813 7.31504 -1.24514 0.220
H 0.01075 6.30380 1.00229 0.221
H 0.00987 4.41350 2.44120 0.238
H 0.88753 3.03041 1.78992 0.232
H -0.88606 3.03963 1.79498 0.231
```

---

9 unconnected molecules or ions with the total composition C42H84F18N3O18 in a non-equilibrium geometry. Source: the Open Molecules 2025 dataset; level of theory: the ωB97M-V functional and the def2-TZVPD basis.

Values from the calculation:
* HOMO-LUMO gap: 2.1495 eV
* HOMO energy: -1.2 eV
* LUMO: 0.938 eV
* charge: -3

```
165
Properties=species:S:1:pos:R:3:lowdin_charge:R:1
C 11.91846 8.18253 -0.63105 -0.468
O 11.53006 6.79979 -0.70094 -0.109
O 12.25632 8.44201 -1.98593 -0.282
C 10.91895 9.09423 0.17997 -0.617
F 10.99984 8.95445 1.52550 0.088
F 11.15059 10.35867 -0.03308 0.156
F 9.66681 8.81528 -0.19220 0.134
C 11.11672 6.24012 0.54816 -0.286
C 11.67283 4.79660 0.56942 -0.100
H 12.75894 4.70894 0.54114 0.064
H 11.45904 4.16532 1.43190 0.046
H 11.27729 4.11495 -0.18357 0.058
H 10.04770 6.26731 0.75927 0.105
H 11.49665 6.66402 1.47771 0.097
H 12.75511 8.07798 0.05973 0.116
C -4.67097 4.44480 -2.88268 -0.565
O -4.46533 3.09601 -3.04828 -0.098
O -4.23442 4.64853 -1.59118 -0.271
C -4.06496 5.35146 -4.02010 -0.591
F -4.66409 5.13428 -5.20621 0.092
F -4.39413 6.64839 -3.84384 0.102
F -2.76701 5.32029 -4.15743 0.166
C -5.22596 2.48112 -4.09662 -0.277
C -4.75715 1.07829 -4.41916 -0.093
H -3.71625 1.00558 -4.73436 0.077
H -5.01610 0.35001 -3.65062 0.058
H -5.50326 0.71168 -5.12415 0.067
H -5.19877 2.99415 -5.05795 0.105
H -6.23643 2.41199 -3.69379 0.113
H -5.73855 4.65055 -2.96046 0.124
C -0.53034 -7.84747 2.91761 -0.473
O -0.27711 -8.09382 4.27275 -0.104
O -0.32730 -9.11670 2.25542 -0.300
C -1.79384 -6.91199 2.64021 -0.498
F -2.85069 -7.33387 3.44659 0.053
F -1.59130 -5.62581 3.03106 0.075
F -2.37357 -6.90448 1.43948 0.134
C 0.21412 -7.08414 5.10539 -0.284
C 0.45627 -7.67587 6.54644 -0.078
H -0.37753 -8.30223 6.86355 0.070
H 1.41399 -8.17956 6.67748 0.057
H 0.50874 -6.84773 7.25320 0.049
H -0.50792 -6.29835 5.32745 0.095
H 1.15063 -6.65093 4.75415 0.101
H 0.31492 -7.22518 2.62367 0.105
C -8.69888 -7.86987 -3.33442 -0.500
O -7.72745 -7.45052 -4.29184 -0.105
O -9.78516 -8.34516 -4.06767 -0.269
C -8.12829 -8.87172 -2.25207 -0.555
F -9.08449 -9.44554 -1.54640 0.129
F -7.40749 -9.88728 -2.86215 0.076
F -7.26959 -8.41436 -1.33804 0.105
C -6.79368 -6.47846 -3.85600 -0.310
C -5.44338 -6.60091 -4.56485 -0.085
H -5.12338 -7.63788 -4.46280 0.072
H -5.53071 -6.44735 -5.64044 0.065
H -4.72007 -5.89862 -4.15047 0.065
H -6.58012 -6.38029 -2.79165 0.101
H -7.19105 -5.49714 -4.11519 0.101
H -8.90236 -6.88702 -2.90936 0.113
C 1.76621 6.55023 4.61583 -0.489
O 1.86631 6.63253 3.23162 -0.125
O 0.71315 5.65332 4.86654 -0.310
C 3.28869 6.21897 5.22701 -0.595
F 4.01447 7.29959 5.41503 0.132
F 3.07980 5.58387 6.37205 0.119
F 4.02925 5.46515 4.39891 0.109
C 2.43782 7.79361 2.70475 -0.260
C 2.17662 7.80616 1.11640 -0.067
H 1.16265 7.61701 0.76399 0.064
H 2.57294 8.74850 0.73819 0.055
H 2.81722 7.12058 0.56169 0.048
H 3.51026 7.88257 2.87813 0.105
H 1.96767 8.72338 3.02502 0.103
H 1.36702 7.48259 5.01516 0.120
C 5.51797 3.14934 -9.31217 -0.488
O 6.31703 2.01118 -9.72963 -0.111
O 4.46031 3.34041 -10.21338 -0.276
C 5.21328 3.16887 -7.81602 -0.581
F 4.16278 2.36397 -7.52900 0.109
F 6.30248 2.78287 -7.08951 0.088
F 4.91891 4.36183 -7.34331 0.146
C 7.73652 2.06826 -9.62405 -0.285
C 8.24265 0.68462 -10.08110 -0.106
H 7.99684 -0.10703 -9.37331 0.058
H 7.74005 0.37480 -10.99735 0.067
H 9.32595 0.57989 -10.14114 0.056
H 8.11496 2.18406 -8.60844 0.100
H 8.23177 2.76197 -10.30348 0.105
H 6.19554 3.98513 -9.48667 0.119
C -12.95577 -2.68764 1.52553 -0.090
O -12.02293 -3.57390 2.14769 -0.189
C -10.64078 -3.32438 1.82002 -0.186
C -9.75207 -3.89215 2.93276 -0.033
N -10.00980 -3.05562 4.26879 0.083
H -10.82489 -2.49385 4.06848 0.150
H -10.43082 -3.67037 4.95063 0.165
C -8.84831 -2.19866 4.78376 -0.037
C -8.53793 -0.96367 3.84270 -0.204
O -8.14464 -1.37220 2.58163 -0.192
C -7.99699 -0.35296 1.62697 -0.092
H -13.05785 -1.71445 2.00573 0.078
H -13.95931 -3.08267 1.68346 0.092
H -12.71145 -2.50873 0.47844 0.098
H -10.37428 -2.28376 1.63511 0.121
H -10.40129 -3.93712 0.95096 0.146
H -8.70139 -3.92072 2.64407 0.136
H -10.02804 -4.92727 3.13393 0.133
H -7.97947 -2.83684 4.94485 0.138
H -9.28108 -1.85564 5.72352 0.127
H -7.76847 -0.34298 4.30180 0.135
H -9.38758 -0.28664 3.75416 0.124
H -7.83584 -0.63702 0.58704 0.102
H -7.17133 0.35081 1.73226 0.102
H -8.91521 0.22322 1.51301 0.090
C 5.86933 -1.95213 -0.97312 -0.091
O 5.26050 -1.96192 0.31128 -0.194
C 4.61600 -3.18739 0.70973 -0.183
C 3.98326 -3.13718 2.07587 -0.078
N 4.88495 -2.45181 3.08150 0.090
H 4.94399 -3.13325 3.82465 0.169
H 5.80166 -2.34096 2.67227 0.163
C 4.35894 -1.04506 3.47814 -0.034
C 3.33391 -1.16827 4.61384 -0.228
O 2.28284 -1.95642 4.17626 -0.208
C 1.06916 -1.76469 4.93374 -0.058
H 6.63714 -2.70180 -1.16428 0.089
H 6.37765 -1.01762 -1.21064 0.097
H 5.15654 -2.10629 -1.78323 0.094
H 5.30646 -4.01710 0.55827 0.131
H 3.83266 -3.45781 0.00167 0.136
H 4.02895 -4.10670 2.57192 0.140
H 2.94624 -2.81373 2.16556 0.133
H 3.90128 -0.52602 2.63597 0.139
H 5.19639 -0.45439 3.84948 0.137
H 2.95454 -0.18931 4.90677 0.138
H 3.71111 -1.66501 5.50774 0.133
H 0.24736 -2.39146 4.58746 0.095
H 0.76584 -0.72273 5.03582 0.094
H 1.13594 -2.13521 5.95665 0.088
C 4.37969 2.67352 0.33142 -0.102
O 3.02572 2.92615 0.09690 -0.187
C 2.49040 2.05500 -0.88983 -0.192
C 1.01147 2.43087 -1.07455 -0.037
N 0.21523 2.65036 0.24414 0.117
H 0.67687 3.39368 0.74859 0.169
H -0.65082 3.04964 -0.08845 0.175
C -0.16347 1.55097 1.23146 -0.064
C -0.84466 0.34310 0.61412 -0.189
O 0.10829 -0.33608 -0.22917 -0.218
C -0.39513 -1.39201 -1.05699 -0.081
H 4.94671 3.10349 -0.49426 0.098
H 4.65649 1.62136 0.39794 0.076
H 4.68920 3.26327 1.19425 0.100
H 2.51779 1.01742 -0.55702 0.113
H 3.03591 2.21890 -1.81917 0.141
H 0.47252 1.62317 -1.56977 0.123
H 0.99093 3.33781 -1.67883 0.146
H -0.83464 2.02589 1.94704 0.144
H 0.67751 1.14460 1.79335 0.131
H -1.66617 0.60432 -0.05296 0.132
H -1.31227 -0.29624 1.36291 0.130
H -1.44420 -1.65141 -0.91457 0.092
H 0.02916 -2.33530 -0.71305 0.078
H -0.13969 -1.36041 -2.11616 0.094
```

---

A molecular structure, C24H45BrP2Zr in a non-equilibrium geometry. Source: the Open Molecules 2025 dataset; level of theory: the ωB97M-V functional and the def2-TZVPD basis.

Values from the calculation:
* HOMO-LUMO gap (alpha / beta): 5.2323 / 5.2083 eV
* HOMO energy (alpha / beta): -13.1 / -13.1 eV
* energy above the lowest of the compared OMol25 structures with the same formula, charge and spin: 16.157 eV
* LUMO (alpha / beta): -7.836 / -7.862 eV
* charge: +2

```
73
Properties=species:S:1:pos:R:3:lowdin_charge:R:1
Zr -0.03404 0.06059 1.16224 1.497
C 1.37576 -1.86866 0.96455 -0.262
C 0.22897 -2.19786 1.82195 -0.420
C -0.71501 -1.58439 -0.20603 -0.287
C 0.75559 -1.50351 -0.32312 -0.274
C -1.02818 -2.03348 1.17303 -0.285
C 2.82098 -2.21074 1.25050 -0.004
H 3.12496 -2.03539 2.29005 0.082
H 3.53161 -1.65378 0.61763 0.106
H 3.00842 -3.28065 1.04616 0.123
C 1.40887 -1.49121 -1.68754 -0.043
H 2.46867 -1.75966 -1.63930 0.070
H 1.29946 -0.52613 -2.21516 0.054
H 0.96139 -2.24476 -2.35523 0.098
C -1.57782 -1.84854 -1.42198 -0.048
H -1.29641 -2.80576 -1.89361 0.110
H -1.45750 -1.07684 -2.19773 0.067
H -2.64429 -1.94925 -1.18812 0.055
C -2.37712 -2.50236 1.67320 0.010
H -2.28445 -3.21958 2.49997 0.097
H -2.95165 -3.01381 0.88484 0.105
H -3.00891 -1.67767 2.04078 0.094
C 0.38568 -3.00309 3.26987 -0.154
H 0.36391 -3.94422 3.12667 0.063
H -0.41363 -2.61773 3.98535 0.114
H 1.38607 -2.67080 3.76166 0.108
C 1.09016 1.88273 1.86846 -0.267
C 1.68485 0.74121 2.51250 -0.292
C 1.52437 0.58445 4.07176 -0.243
C -0.06824 0.58215 4.50834 -0.157
C -1.00389 0.19363 3.25087 -0.380
C -1.52403 1.18646 2.36638 -0.283
C -1.18744 2.65145 2.55553 -0.176
C 0.31129 2.92499 2.63115 -0.189
H 2.01856 1.18901 4.61530 0.077
H -0.30074 1.44466 4.88459 0.067
H 1.91286 -0.50662 4.32601 0.094
H 0.65288 3.00549 3.66566 0.116
H 1.51908 2.33017 0.96137 0.127
H 2.56901 0.22998 2.12213 0.113
H 0.50385 3.92515 2.21238 0.133
H -1.59541 3.22628 1.71290 0.126
H -2.58676 0.99851 2.33630 0.118
H -1.68540 3.04249 3.44674 0.133
H -0.19005 -0.24348 5.24062 0.127
H -1.64133 -0.65195 3.47508 0.103
P 3.87532 0.81473 -3.11385 0.808
C 5.18032 0.08833 -4.25051 -0.323
H 5.97325 0.81579 -4.47101 0.041
H 4.74963 -0.20624 -5.21380 0.037
H 5.65863 -0.79162 -3.80426 0.031
C 3.56729 2.27275 -4.24995 -0.325
H 4.50889 2.70584 -4.61135 0.042
H 3.01014 3.07104 -3.74793 0.027
H 2.98456 1.95972 -5.12592 0.035
C 5.16707 1.64471 -2.03403 -0.334
H 5.90643 2.18603 -2.63811 0.040
H 5.70781 0.89882 -1.43648 0.028
H 4.72442 2.37093 -1.34364 0.020
P -4.22782 0.33589 -2.44482 0.802
C -5.82376 -0.50656 -1.95517 -0.324
H -6.68516 -0.02556 -2.43332 0.043
H -5.97175 -0.45988 -0.86911 0.027
H -5.81744 -1.56101 -2.25633 0.031
C -4.83556 2.08030 -2.12538 -0.335
H -5.80705 2.26384 -2.60295 0.040
H -4.12497 2.81122 -2.53206 0.033
H -4.96712 2.28703 -1.05779 0.024
C -4.62087 0.46776 -4.27609 -0.318
H -5.55304 1.01953 -4.45421 0.041
H -4.74901 -0.51320 -4.74477 0.035
H -3.81524 0.99438 -4.80417 0.033
Br 0.65010 -1.10200 3.39231 1.316
```

---

Number 1: energy -1218.67739 hartree. Number 2: energy -1809.95485 hartree. Number 3: energy -2678.17345 hartree. Number 4: energy -4966.12272 hartree. Number 5: energy -4243.97167 hartree.